This record from the OMol25 dataset describes C2H6Si2 in the gas phase in a non-equilibrium geometry. The level of theory is ωB97M-V/def2-TZVPD.

Results
Gap between HOMO and LUMO (alpha / beta) = 8.260 / 8.186 eV
Maximum force = 0.0893 Eh/bohr
LUMO level (alpha / beta) = -0.6 / -0.6 eV
Multiplicity = 1

Last columns: bonded neighbours and bond lengths (Å).
Element x y z (Å)
1 C -0.6610 -0.2215 1.0174  Si3 1.815, Si4 1.935, H5 1.191
2 C 0.9780 0.1866 -0.6995  Si3 1.941, Si4 1.859, H6 1.027
3 Si 0.0115 -1.4130 -0.1755  C1 1.815, C2 1.941, Si4 2.746, H7 1.430, H8 1.536
4 Si -0.4040 1.3010 -0.1481  C1 1.935, C2 1.859, Si3 2.746, H9 1.508, H10 1.578
5 H -0.3189 -0.3168 2.1545  C1 1.191
6 H 1.8570 0.4102 -0.2168  C2 1.027
7 H 0.9246 -2.4571 0.1708  Si3 1.430
8 H -0.8655 -1.6918 -1.4055  Si3 1.536
9 H -1.7257 1.4769 -0.8522  Si4 1.508
10 H 0.2040 2.7256 0.1550  Si4 1.578